This record from OMol25 describes a 2-piece molecular cluster, C2H6OS2 overall at a distorted geometry. The level of theory is the ωB97M-V functional and the def2-TZVPD basis.

Geometry as XYZ:
```
11
Properties=species:S:1:pos:R:3:lowdin_spin:R:1
S 2.465 1.171 -1.124 0.48
S 1.672 2.419 0.184 0.48
H 2.100 -0.016 -0.590 0.02
H 0.619 1.648 0.591 0.02
C -0.322 -1.331 -0.389 0.00
C -1.350 -0.643 0.070 0.00
O -1.212 0.323 0.978 0.00
H -0.286 -1.956 -1.264 0.00
H 0.610 -1.054 0.102 0.00
H -2.379 -0.872 -0.196 0.00
H -1.917 0.310 1.639 0.00
```

Charge: +1
2S+1: 2
ΔE to the lowest compared entry with this formula, charge and spin, kJ/mol: 57.50
Frontier orbital gap (alpha / beta), eV: 8.4 / 4.8
HOMO energy (alpha / beta), eV: -13.235 / -13.213